(1)
A molecular structure, C49H45AsCl2KN6O7S4, computed with wB97M-V/def2-TZVPD.

```
! wB97M-V def2-TZVPD RIJCOSX def2/J DEFGRID3
* xyz -2 2
K -0.12 -0.19 0.22
O -0.63 2.88 2.73
N -0.02 2.23 3.66
C 1.10 2.78 4.18
C 1.82 2.19 5.19
C 1.38 0.97 5.69
C 0.26 0.40 5.14
C -0.48 1.00 4.09
S -1.89 0.30 3.45
H 1.36 3.72 3.71
H 2.72 2.68 5.55
H 1.91 0.46 6.49
H -0.12 -0.55 5.50
Cl 4.81 -4.32 -4.79
C 3.78 -3.62 -3.55
C 2.73 -4.38 -3.03
C 1.90 -3.85 -2.09
Cl 0.56 -4.81 -1.54
C 2.04 -2.51 -1.53
O 1.29 -2.07 -0.64
C 3.14 -1.78 -2.13
C 3.48 -0.43 -1.74
O 2.98 0.25 -0.86
C 3.97 -2.34 -3.12
H 2.55 -5.38 -3.39
H 4.32 0.00 -2.33
H 4.76 -1.73 -3.54
S -4.26 6.21 0.04
C -4.13 6.92 1.60
C -3.42 6.12 2.44
C -2.96 4.93 1.83
C -3.33 4.82 0.51
C -3.06 3.76 -0.44
C -2.18 2.70 -0.12
N -1.86 1.71 -0.92
C -2.41 1.66 -2.18
C -3.33 2.68 -2.59
C -3.91 2.60 -3.90
C -3.61 1.59 -4.73
C -2.68 0.55 -4.34
C -2.36 -0.48 -5.20
C -1.45 -1.48 -4.79
C -0.93 -1.34 -3.48
N -1.21 -0.37 -2.63
C -2.09 0.61 -3.04
C -1.08 -2.56 -5.66
C -1.68 -2.93 -6.85
C -1.05 -4.04 -7.48
C 0.02 -4.51 -6.77
S 0.27 -3.59 -5.34
C -3.63 3.72 -1.72
H -4.60 7.87 1.82
H -3.22 6.37 3.47
H -2.38 4.17 2.35
H -1.73 2.67 0.87
H -4.61 3.38 -4.20
H -4.06 1.52 -5.72
H -2.80 -0.50 -6.19
H -0.24 -2.09 -3.11
H -2.55 -2.44 -7.25
H -1.39 -4.48 -8.41
H 0.66 -5.34 -7.01
H -4.32 4.48 -2.05
C 6.18 5.66 5.14
C 6.29 5.39 3.65
S 5.42 3.89 3.23
O 6.12 2.79 3.84
O 4.03 4.10 3.52
C 5.65 3.81 1.47
C 5.01 2.57 0.83
N 3.57 2.59 0.81
C 2.79 1.69 1.47
N 1.52 1.79 1.14
C 1.44 2.76 0.20
C 2.69 3.26 -0.04
N 3.07 4.23 -0.98
O 2.19 4.77 -1.62
O 4.25 4.56 -1.05
C 3.32 0.67 2.41
H 6.70 6.59 5.38
H 6.62 4.85 5.71
H 5.13 5.77 5.43
H 7.32 5.26 3.33
H 5.83 6.19 3.06
H 6.72 3.76 1.30
H 5.25 4.72 1.03
H 5.32 1.67 1.37
H 5.38 2.49 -0.19
H 0.52 3.04 -0.28
H 4.03 1.09 3.13
H 3.79 -0.13 1.85
H 2.47 0.26 2.96
C -0.66 -5.22 1.62
As -1.11 -3.33 1.33
C 0.20 -2.65 2.64
C -2.75 -3.24 2.48
C -2.68 -3.95 3.79
C -3.08 -5.28 3.92
C -2.97 -5.94 5.13
C -2.45 -5.29 6.24
C -2.06 -3.96 6.12
C -2.17 -3.30 4.91
H -0.70 -5.47 2.68
H 0.35 -5.37 1.24
H -1.34 -5.87 1.06
H 0.23 -3.29 3.52
H -0.09 -1.65 2.95
H 1.18 -2.64 2.16
H -3.56 -3.62 1.85
H -2.91 -2.17 2.63
H -3.49 -5.79 3.05
H -3.28 -6.98 5.21
H -2.36 -5.81 7.19
H -1.66 -3.44 6.98
H -1.89 -2.25 4.82
*
```

The value obtained for the energy above the lowest of the compared OMol25 structures with the same formula, charge and spin is 15.1 kcal per mole. The expectation value of S² is 0.79. The value obtained for the electronic energy is -220366.1491 eV. The strongest force on any atom is 0.8 eV/A.

(2)
A molecular structure, C49H45N13P2SSiV at a distorted geometry, computed with wB97M-V/def2-TZVPD.

```
! wB97M-V def2-TZVPD RIJCOSX def2/J DEFGRID3
* xyz -2 2
V 0.91 -0.82 0.27
C 0.66 1.68 -2.64
Si -0.11 1.21 -0.94
C 0.86 2.48 0.23
C 1.89 3.23 -0.20
C 3.15 3.33 0.62
C 3.01 3.44 2.14
C 1.80 2.66 2.69
C 1.10 1.79 1.60
P -0.69 1.29 2.09
C -1.19 2.91 2.93
C -1.64 3.06 4.24
C -2.10 4.29 4.73
C -2.10 5.41 3.92
C -1.63 5.30 2.62
C -1.18 4.08 2.14
C -0.75 0.23 3.60
C 0.29 -0.47 4.19
C 0.05 -1.33 5.27
C -1.23 -1.52 5.74
C -2.30 -0.89 5.11
C -2.06 -0.03 4.05
C -1.97 1.71 -1.14
C -2.61 2.91 -0.82
C -3.99 3.06 -0.98
C -4.75 2.02 -1.50
C -4.14 0.83 -1.87
C -2.77 0.67 -1.68
P -1.69 -0.73 -2.23
C -1.91 -1.93 -0.78
C -3.25 -2.49 -0.26
C -3.51 -3.95 -0.47
C -2.52 -4.77 -0.81
C -1.15 -4.29 -1.00
C -0.85 -3.00 -0.93
C -2.77 -1.41 -3.57
C -2.47 -0.86 -4.83
C -3.27 -1.12 -5.94
C -4.38 -1.94 -5.82
C -4.66 -2.53 -4.59
C -3.86 -2.27 -3.48
H 0.28 2.64 -3.00
H 1.75 1.74 -2.55
H 0.43 0.91 -3.38
H 1.88 3.66 -1.19
H 3.83 4.09 0.21
H 3.10 4.43 2.59
H 1.06 3.33 3.10
H -1.63 2.22 4.92
H -2.44 4.36 5.75
H -2.46 6.36 4.30
H -1.60 6.17 1.97
H -0.78 4.01 1.14
H 1.29 -0.40 3.79
H 0.89 -1.87 5.70
H -1.41 -2.20 6.57
H -3.32 -1.08 5.43
H -2.89 0.44 3.53
H -2.04 3.75 -0.45
H -4.46 4.00 -0.71
H -5.82 2.15 -1.63
H -4.73 0.04 -2.31
H -4.10 -1.87 -0.54
H -4.52 -4.32 -0.28
H -2.71 -5.83 -0.93
H -0.37 -5.02 -1.18
H 0.20 -2.67 -1.00
H -1.60 -0.23 -4.92
H -3.02 -0.69 -6.90
H -5.02 -2.13 -6.67
H -5.52 -3.19 -4.49
H -4.09 -2.77 -2.55
C 4.97 -2.04 -5.83
C 3.78 -1.55 -5.03
N 3.35 -2.55 -4.06
C 2.34 -2.04 -3.13
S 0.73 -2.28 -3.69
N 2.92 -1.46 -2.14
N 2.45 -0.81 -1.03
C 3.46 -0.08 -0.46
C 4.85 -0.11 -1.02
C 3.11 0.77 0.59
C 3.95 1.97 0.87
C 4.16 2.44 2.36
C 3.72 1.59 3.52
C 2.43 1.79 3.76
N 1.85 0.60 1.09
H 5.27 -1.30 -6.58
H 4.73 -2.97 -6.36
H 5.82 -2.24 -5.17
H 2.96 -1.28 -5.71
H 4.05 -0.65 -4.47
H 2.92 -3.32 -4.55
H 4.99 -1.03 -1.58
H 5.58 -0.06 -0.21
H 5.03 0.73 -1.71
H 4.87 1.90 0.31
H 5.15 2.87 2.49
H 4.39 0.93 4.07
H 1.85 1.35 4.56
N 0.06 -3.31 2.55
C -0.92 -2.64 1.88
N -2.15 -3.03 1.88
N -2.88 -2.05 1.14
N -1.82 -1.16 0.52
N -0.61 -1.47 1.22
C 1.41 -3.10 2.34
N 2.35 -3.70 3.04
N 3.50 -3.23 2.50
N 3.26 -2.40 1.55
N 1.91 -2.29 1.40
H -0.21 -4.08 3.13
*
```

The expectation value of S² is 0.83. The value obtained for the electronic energy is -133887.1360 eV. The strongest force on any atom is 3.0 eV/A.

Q: Among the records above, which one has the highest strongest force on any atom?
A: C49H45N13P2SSiV

Q: What is the electronic energy in the first record?
A: -220366.1491 eV

Q: Among the records above, which one has the highest strongest force on any atom?
A: C49H45N13P2SSiV